DFT (ωB97M-V with the def2-TZVPD basis set) results for C26H40Cl3N4O3RuSi as an isolated structure in a non-equilibrium geometry.

XYZ file:
```
78
Properties=species:S:1:pos:R:3:forces:R:3:lowdin_charge:R:1
Ru -1.843565 1.974191 0.290063 0.1 2.4 0.8 1.153
Cl -3.883683 2.188051 1.314673 -1.3 0.1 0.7 0.072
Cl -1.391117 6.575605 -1.615039 2.1 1.3 0.7 0.440
Cl -0.874324 2.003255 2.378975 0.8 -0.5 1.3 -0.027
Si -2.742923 5.072223 -1.908676 -3.9 -2.5 -0.5 -0.002
O -2.826870 0.747739 -1.010196 -1.6 -1.9 -0.9 -0.285
O -0.110762 3.085639 -0.209569 2.5 0.2 0.3 -0.252
O -2.864510 4.666133 -0.035571 0.5 1.3 -1.9 -0.382
N -0.411171 0.308009 -0.487502 1.3 -1.4 -0.5 -0.049
N 2.138600 -3.118631 1.753708 -1.3 1.5 -1.9 0.167
N -4.802941 -0.021534 -1.755968 0.7 0.0 0.4 -0.150
N 2.068225 3.472140 -0.636277 -0.5 -0.2 0.8 -0.164
C -6.152670 -0.422718 -1.394967 -0.1 0.1 0.3 -0.015
C -3.954314 0.232793 -0.780072 -0.3 0.3 -0.9 -0.342
C 0.952376 -1.972822 -1.397471 0.1 -0.4 0.2 -0.004
C -4.878238 6.160562 0.016041 -0.1 0.0 0.4 -0.199
C -1.522252 6.244706 1.997501 0.5 0.1 0.3 -0.056
C -4.852702 7.233343 -0.893578 -0.6 -0.3 0.2 -0.099
C -6.034945 7.671949 -1.504624 0.3 -0.3 0.3 -0.073
C 0.908828 -1.651228 -0.035713 0.1 0.1 0.1 -0.191
C 1.584500 -2.471506 0.949682 1.0 -1.2 1.6 -0.160
C -4.435753 4.082703 -2.114413 -0.3 -0.3 0.8 -0.218
C -3.100269 8.029414 1.270850 -0.2 -1.1 0.3 -0.144
C -2.250553 9.151649 1.756944 0.2 0.4 0.1 -0.102
C 1.107808 2.800712 -0.001436 -1.1 1.0 -0.6 -0.285
C -0.319466 0.010526 -1.798928 -0.2 0.0 0.1 -0.099
C -7.298001 6.072714 -0.186462 0.3 0.0 -0.1 -0.083
C -3.629232 5.618306 0.722981 0.1 -0.4 0.4 -0.347
C -2.752443 6.724698 1.292240 -0.5 0.8 -0.3 -0.275
C -1.845123 3.483977 -2.458964 1.2 0.2 -0.2 -0.210
C 1.792885 4.776756 -1.248967 -0.7 -0.4 -0.3 -0.015
C -6.109231 5.600966 0.385453 0.0 0.6 -0.4 -0.038
C -3.462306 6.098725 -3.448711 0.6 0.1 -0.2 -0.263
C -4.404791 0.182218 -3.140396 0.0 0.3 -0.2 -0.002
C 0.317037 -1.130191 -2.289226 -0.3 0.4 -0.3 -0.028
C 3.430050 2.979379 -0.627272 0.2 -0.4 0.1 -0.035
C 0.211891 -0.506511 0.375637 -0.1 0.1 -0.1 -0.089
C -7.254935 7.084517 -1.166329 0.1 -0.3 0.3 -0.094
H -0.816658 0.704163 -2.479127 0.1 -0.2 0.2 0.112
H -5.193545 -0.238375 -3.755814 0.1 0.0 -0.2 0.088
H -1.331125 5.165617 1.870844 -0.2 0.5 -0.1 0.055
H 3.746071 2.733341 0.394657 0.1 0.1 -0.3 0.099
H -4.469859 3.598399 -3.100567 0.0 0.1 0.0 0.017
H 2.753268 5.242659 -1.410525 0.1 0.3 -0.1 0.080
H 4.043389 3.777590 -1.037827 0.3 -0.3 0.2 0.084
H -6.059434 -1.083729 -0.524724 -0.4 0.0 -0.3 0.099
H -3.453485 -0.324767 -3.353655 -0.3 0.1 0.2 0.097
H -4.113072 8.318677 0.979213 0.5 -0.2 -0.1 0.101
H -6.607768 -0.925803 -2.246181 0.0 -0.1 0.2 0.091
H -5.978628 8.490412 -2.227162 -0.1 -0.3 0.2 0.108
H 1.468284 -2.884509 -1.725365 -0.2 0.5 0.1 0.135
H -0.770869 3.564614 -2.269426 0.0 -0.2 -0.3 -0.012
H -2.672296 10.101492 1.404290 0.2 -0.1 0.1 0.069
H 0.134432 -0.200470 1.422033 0.1 -0.3 -0.2 0.069
H -3.402128 7.186503 -3.333984 0.1 -0.2 -0.1 -0.008
H -4.323346 0.020378 0.222707 0.3 0.0 0.0 0.085
H 1.179669 5.383280 -0.563800 0.1 -0.3 -0.4 0.086
H -4.488041 5.842717 -3.745073 0.3 0.0 0.2 0.015
H -2.250398 9.189090 2.853740 0.2 0.1 -0.1 0.077
H -2.804367 5.805333 -4.278272 0.0 0.2 -0.2 0.010
H -1.672825 6.454071 3.071667 0.2 -0.2 -0.2 0.091
H -3.932688 7.782222 -1.043753 0.0 -0.3 -0.4 0.087
H -8.248848 5.636094 0.135459 0.3 0.2 -0.2 0.097
H 3.530365 2.083548 -1.262179 0.0 0.3 0.2 0.097
H -6.753740 0.452479 -1.109123 0.1 -0.2 -0.2 0.109
H -8.171967 7.428070 -1.646149 0.2 -0.1 0.2 0.095
H -1.210545 9.093607 1.392035 -0.3 -0.1 0.2 0.076
H -2.011454 3.300734 -3.537481 0.0 0.1 0.4 0.051
H -4.297248 1.247394 -3.376355 0.0 -0.1 0.1 0.089
H 1.434298 2.035580 0.733258 -0.3 0.2 -0.5 0.123
H -0.621497 6.802260 1.691009 -0.2 -0.2 0.0 0.074
H 1.275175 4.644139 -2.214718 0.1 0.3 0.5 0.095
H 0.260386 -1.336440 -3.367539 0.2 0.1 0.6 0.123
H -3.952223 5.002506 1.576476 -0.3 0.3 0.0 0.109
H -4.461826 3.329353 -1.321955 -0.4 -0.3 0.0 -0.013
H -2.213940 2.584582 -1.912504 0.0 0.7 -0.6 -0.028
H -6.092523 4.830968 1.159122 -0.2 0.1 -0.3 0.110
H -5.308387 4.734861 -2.010193 0.0 -0.3 -0.1 0.011
```
Positions in Å, forces in eV/Å.

Output
Lowest unoccupied orbital energy (alpha / beta) = -0.039 / -0.062 Eh
Expectation value of S² = 8.759
Charge = 0
2S+1 = 6
Gap between HOMO and LUMO (alpha / beta) = 0.203 / 0.179 Ha